H7N3O2 | wB97M-V/def2-TZVPD

Each line ends with the Löwdin charge.
Element x y z (Å)
N1 0.806 -0.505 -0.058  -0.2705
N2 1.085 0.869 -0.350  -0.0605
O1 1.648 -1.348 -0.879  -0.1400
H1 2.183 -1.817 -0.216  0.0679
H2 -1.153 -0.418 1.380  0.1099
H3 2.012 1.123 0.002  0.0688
H4 1.149 1.013 -1.361  0.0691
N3 -1.723 -0.254 0.530  -0.0585
O2 -1.840 1.179 0.477  -0.1284
H5 -0.987 1.418 -0.036  0.0900
H6 -2.678 -0.603 0.622  0.1177
H7 -0.502 -0.656 -0.109  0.1345

Computed properties:
Total charge ... 0
2S+1 ... 1
Electronic energy ... -8673.6248 eV
HOMO level ... -8.30 eV
LUMO energy ... 1.1 eV
Energy above the lowest of the compared OMol25 structures with the same formula, charge and spin ... 23.54 kcal per mole

---

C10H7N2O5Ru | wB97M-V/def2-TZVPD

Each line ends with the Löwdin charge.
Element x y z (Å)
O1 -3.408 -5.986 2.539  0.0148
C1 -3.034 -4.944 2.186  0.0017
Ru1 0.329 -1.429 0.953  1.0218
O2 -2.144 -0.207 2.259  0.1736
C2 -1.317 -0.871 1.708  -0.1513
C3 3.204 0.643 0.179  0.0115
O3 4.162 1.160 -0.188  0.0743
C4 0.384 -2.482 -0.557  -0.2257
O4 0.366 -3.182 -1.516  0.1788
C5 1.358 -2.429 2.140  -0.1679
O5 2.008 -3.063 2.890  0.2138
H1 -0.482 -2.551 1.287  0.0290
N1 0.555 0.218 -2.390  0.2983
C6 0.131 1.153 -1.542  -0.3291
C7 -0.188 2.434 -2.034  0.0785
C8 -0.507 3.459 -1.154  0.0009
C9 -0.538 3.153 0.218  0.0339
C10 -0.238 1.861 0.630  -0.1003
N2 0.045 0.838 -0.233  0.0535
H2 0.654 -0.733 -2.118  0.0753
H3 0.558 0.408 -3.356  0.1402
H4 -0.111 2.585 -3.102  0.1476
H5 -0.734 4.469 -1.501  0.1424
H6 -0.776 3.913 0.993  0.1590
H7 -0.278 1.583 1.708  0.1254

Computed properties:
Total charge ... +2
2S+1 ... 6
Electronic energy ... -26256.1660 eV
HOMO level (alpha / beta) ... -12.83 / -17.72 eV
LUMO energy (alpha / beta) ... -9.1 / -13.4 eV
Energy above the lowest of the compared OMol25 structures with the same formula, charge and spin ... 68.40 kcal per mole

---

C2H3Cl3OP | wB97M-V/def2-TZVPD

Each line ends with the Löwdin charge.
Element x y z (Å)
C1 0.059 0.561 0.272  -0.1881
C2 -0.714 -0.147 -0.815  -0.4086
O1 0.249 0.863 -0.993  0.0031
P1 -2.520 0.266 -0.789  -0.1861
Cl1 -2.779 2.457 -0.570  0.5601
Cl2 -3.387 -0.407 -2.420  0.4081
Cl3 -3.293 -0.516 0.775  0.4764
H1 -0.646 1.048 0.796  0.0354
H2 0.924 0.099 0.826  0.1703
H3 -0.474 -1.155 -1.127  0.1294

Computed properties:
Total charge ... +1
2S+1 ... 3
Electronic energy ... -51013.3599 eV
HOMO level (alpha / beta) ... -12.32 / -15.21 eV
LUMO energy (alpha / beta) ... -4.0 / -10.4 eV
Energy above the lowest of the compared OMol25 structures with the same formula, charge and spin ... 26.41 kcal per mole

---

C2H2F3IO | wB97M-V/def2-TZVPD

Each line ends with the Löwdin charge.
Element x y z (Å)
C1 -0.198 -1.171 -0.489  -0.7482
C2 0.108 1.416 0.017  -0.4742
O1 0.707 -1.566 0.369  -0.0972
F1 -0.479 2.032 -0.961  0.1452
F2 -0.273 1.649 1.284  0.0941
F3 1.442 1.677 -0.025  0.0795
I1 -2.210 -1.398 -0.065  0.8451
H1 0.177 -1.262 -1.450  0.0310
H2 0.727 -1.378 1.321  0.1247

Computed properties:
Total charge ... 0
2S+1 ... 1
Electronic energy ... -20403.2294 eV
HOMO level (alpha / beta) ... -9.05 / -7.92 eV
LUMO energy (alpha / beta) ... 0.0 / -0.1 eV
Energy above the lowest of the compared OMol25 structures with the same formula, charge and spin ... 84.51 kcal per mole